# C29H27N2O13PS

A structure of composition C29H27N2O13PS (ωB97M-V/def2-TZVPD, OMol25).

Results
F_max in Eh/bohr: 0.068
HOMO level in hartree: -0.32650
LUMO in eV: -1.6
Gap between HOMO and LUMO in eV: 7.3
Charge: 0

Structure (XYZ):
```
73
Properties=species:S:1:pos:R:3:forces:R:3
C -1.3652 2.0786 3.2348 0.4 0.0 -1.0
C -2.4233 2.1817 2.0529 -0.5 0.3 2.3
O -2.2375 1.2037 1.0299 0.4 1.4 -0.3
C -2.1029 1.7423 -0.2769 0.1 -0.8 -1.3
C -0.7931 1.3061 -1.0341 1.6 -0.5 -0.5
C 0.4928 1.0676 -0.4172 -1.4 0.0 -0.9
O 0.5519 1.2811 0.9632 0.0 -0.5 -1.6
C 1.7483 0.6125 -1.1786 -1.5 0.4 -3.1
P 3.3291 0.2826 -0.2523 0.2 -1.0 3.2
O 3.1356 0.2254 1.2293 -0.1 0.2 -1.9
O 3.7840 -1.2816 -0.6945 -0.9 2.1 -0.8
O 4.5171 1.3927 -0.5301 -1.7 -1.2 -0.8
C 1.6640 0.4429 -2.6463 -0.7 0.4 1.7
C 2.8305 -0.0316 -3.5804 -1.0 0.1 -0.3
C 3.9115 1.0779 -3.9184 0.5 -0.3 0.1
C 5.3569 0.8075 -3.3885 2.7 0.4 1.0
C 6.3173 1.9474 -3.3628 1.1 -1.8 0.9
C 7.6913 1.7884 -2.8517 -1.0 -1.7 0.3
C 8.1845 0.4919 -2.3199 -2.9 0.5 -1.3
C 7.2398 -0.6270 -2.3518 -0.2 2.1 -0.6
C 5.8661 -0.4629 -2.8739 1.2 1.2 0.0
C 0.3390 0.7159 -3.3043 -1.7 0.4 -0.2
N 0.0260 0.6111 -4.6486 -0.5 0.4 1.9
S -1.5797 0.9938 -4.8639 1.8 -0.1 2.3
N -2.0204 1.3333 -3.2806 2.5 -0.7 -0.4
C -0.8932 1.1391 -2.5277 1.1 -0.1 0.6
H -1.7872 2.4634 4.2100 0.3 -0.5 -1.1
H -1.0131 1.0133 3.3399 -0.7 1.5 -0.1
H -0.4486 2.6855 2.9717 -1.0 -0.6 0.4
H -2.4298 3.2503 1.7147 0.0 -1.0 -0.3
H -3.4340 2.0000 2.5370 0.9 0.1 -0.8
H -2.9665 1.3343 -0.8877 0.9 0.5 0.6
H -2.1684 2.8594 -0.3556 0.0 -0.8 0.5
H 0.5712 0.4135 1.4110 0.4 0.5 -0.1
H 3.0232 -1.6531 -1.1895 0.6 0.1 0.4
H 4.2508 2.0822 -1.1663 0.3 -0.4 0.1
H 2.3464 -0.3145 -4.5622 0.4 0.2 1.2
H 3.2395 -0.9829 -3.1582 0.0 1.0 -0.4
H 3.9842 1.1822 -5.0422 -0.2 -0.1 1.2
H 3.5637 2.0773 -3.5267 0.3 -1.0 -0.4
H 6.0318 2.9720 -3.7198 0.1 -1.2 0.3
H 8.3995 2.6574 -2.8192 -1.0 -0.9 -0.2
H 9.2290 0.3837 -1.9280 -1.3 0.1 -0.4
H 7.5848 -1.6040 -1.9380 -0.6 0.9 -0.5
H 5.2203 -1.3668 -2.8373 0.6 0.9 -0.1
C -2.4605 -2.2669 6.5526 0.0 0.0 0.3
C -1.8883 -1.6978 5.4872 -0.6 -0.5 -0.5
C -0.8075 -0.6758 5.6350 0.5 0.4 0.3
O -0.2991 -0.1951 4.6380 0.0 -0.8 0.3
C -0.4071 -0.2900 6.9869 0.0 0.0 -0.3
C -0.9818 -0.8567 8.0522 0.6 0.6 0.5
C -2.0429 -1.8984 7.9047 -0.5 -0.4 -0.3
O -2.5273 -2.4022 8.9015 0.2 0.3 0.1
O -0.6306 -0.5154 9.3073 -0.6 -0.6 -0.5
O -2.2594 -2.0202 4.2322 0.6 0.5 0.5
H -3.2416 -3.0089 6.4594 0.0 0.0 0.0
H 0.3633 0.4631 7.0801 0.0 0.0 0.0
H -1.1871 -1.0650 9.8925 0.1 0.1 0.0
H -1.6999 -1.4761 3.6450 -0.1 -0.1 0.0
C -6.5155 -2.8443 -2.4809 0.1 -0.1 -0.3
C -6.2954 -2.0542 -1.4257 -0.7 -0.5 0.4
C -5.2464 -0.9904 -1.4537 0.5 0.4 -0.2
O -5.0909 -0.2794 -0.4778 -0.3 -0.2 0.1
C -4.4400 -0.8517 -2.6661 -0.1 0.0 0.3
C -4.6578 -1.6435 -3.7192 0.7 0.5 -0.4
C -5.7249 -2.6891 -3.7015 -0.5 -0.4 0.2
O -5.9022 -3.3775 -4.6903 0.3 0.2 -0.1
O -3.9258 -1.5379 -4.8505 -0.7 -0.5 0.4
O -7.0091 -2.1795 -0.2897 0.7 0.5 -0.4
H -7.2727 -3.6163 -2.4748 0.0 0.0 0.0
H -3.6730 -0.0899 -2.6671 0.0 0.0 0.0
H -4.2838 -2.2187 -5.4528 0.1 0.1 0.0
H -6.6601 -1.4959 0.3146 -0.1 -0.1 0.0
```
Positions in Å, forces in eV/Å.

=====

# C29H27N9O3S2Sc

A structure of composition C29H27N9O3S2Sc (ωB97M-V/def2-TZVPD, OMol25).

Results
F_max in Eh/bohr: 0.017
HOMO level in hartree: -0.35975
LUMO in eV: -2.8
Gap between HOMO and LUMO in eV: 7.0
Charge: +1

Structure (XYZ):
```
71
Properties=species:S:1:pos:R:3:forces:R:3
Sc 0.9829 -0.1168 0.0129 0.2 0.4 -0.7
C 3.2535 0.1335 2.4433 0.1 0.0 0.1
O 1.9006 0.3928 2.0537 -0.1 -0.1 0.0
C 1.1130 1.1327 2.9118 0.0 0.1 0.1
C 1.6038 1.8069 4.0187 -0.3 0.0 -0.1
C 0.7118 2.5026 4.8269 0.1 -0.1 -0.1
C -0.6431 2.5125 4.5374 0.0 0.0 0.0
C -1.1252 1.8346 3.4310 0.1 0.1 0.0
C -0.2461 1.1569 2.5987 0.0 -0.2 -0.1
N -0.6324 0.4280 1.4340 -0.4 0.2 0.3
N -1.9011 0.3298 1.3133 0.2 -0.1 -0.1
C -2.4567 -0.5105 0.4146 0.1 0.1 0.1
C -1.7227 -1.5495 -0.2032 0.2 -0.2 0.1
O -0.4416 -1.5696 -0.2157 -0.4 -0.2 0.1
C -2.4482 -2.6620 -0.7661 0.0 0.3 0.1
C -3.7944 -2.6253 -0.8551 0.1 0.0 0.0
C -4.5590 -1.5071 -0.3780 0.0 0.0 0.0
C -5.9521 -1.4545 -0.5608 0.0 0.1 0.1
C -6.6751 -0.3795 -0.1047 0.1 0.0 0.0
C -6.0136 0.6642 0.5565 -0.1 0.0 0.0
C -4.6534 0.6303 0.7478 0.0 0.0 0.0
C -3.8971 -0.4569 0.2827 -0.1 0.0 -0.1
H 3.2638 -0.3232 3.4366 0.0 0.1 -0.1
H 3.6412 -0.5584 1.7016 0.0 0.1 0.1
H 3.8292 1.0626 2.4382 0.0 -0.1 0.0
H 2.6522 1.7910 4.2581 0.1 0.0 0.0
H 1.0862 3.0284 5.6908 0.0 0.1 0.1
H -1.3302 3.0423 5.1790 0.0 0.0 0.1
H -2.1798 1.8206 3.2013 0.0 0.0 0.0
H -1.8640 -3.4903 -1.1368 0.1 -0.1 0.0
H -4.3312 -3.4522 -1.3002 0.0 -0.1 0.0
H -6.4444 -2.2766 -1.0642 0.0 0.0 0.0
H -7.7442 -0.3402 -0.2479 -0.1 0.0 0.0
H -6.5817 1.5089 0.9234 0.0 0.0 0.0
H -4.1509 1.4438 1.2491 0.0 0.0 0.0
O 2.1913 -1.7356 0.3439 0.2 0.1 0.0
N 2.3244 -2.7557 -0.5031 -0.1 0.1 0.1
C 2.7447 -3.9111 0.0533 0.0 -0.3 -0.2
C 2.9551 -5.0199 -0.7157 0.0 0.1 0.0
C 2.7187 -4.9238 -2.0939 0.1 -0.1 0.2
C 2.2857 -3.7427 -2.6256 -0.1 0.2 0.0
C 2.0695 -2.6018 -1.8263 0.1 -0.3 -0.1
S 1.5430 -1.0964 -2.4469 0.5 0.0 0.2
H 2.8818 -3.8528 1.1211 0.0 0.0 0.0
H 3.2893 -5.9325 -0.2497 0.0 -0.1 0.0
H 2.8772 -5.7764 -2.7346 0.0 -0.1 -0.1
H 2.0972 -3.6410 -3.6828 0.0 0.0 -0.1
N 4.3474 2.2671 -1.8384 0.0 -0.2 0.2
C 5.0971 1.1131 -1.9039 0.0 0.0 0.0
C 4.4357 0.1892 -1.1552 0.1 0.1 0.0
N 3.3112 0.7517 -0.6118 -0.1 0.3 -0.1
C 3.2897 1.9929 -1.0434 -0.2 0.0 0.1
C 2.1857 2.8431 -0.6435 0.3 -0.2 0.0
N 1.1728 2.3058 0.0064 0.1 0.3 -0.1
C 0.3275 3.3489 0.2936 0.1 0.1 0.0
C 0.8474 4.5095 -0.1864 -0.1 0.0 0.1
N 2.0383 4.1747 -0.7878 -0.1 -0.2 0.1
H 4.5420 3.1214 -2.3308 0.0 0.0 0.0
H 6.0021 1.0598 -2.4745 0.1 0.0 -0.1
H 4.6949 -0.8381 -0.9754 0.0 -0.1 0.0
H -0.5974 3.1951 0.8107 -0.2 0.0 0.1
H 0.4892 5.5173 -0.1624 -0.1 0.2 0.0
H 2.6759 4.8157 -1.2300 0.0 0.0 0.0
N -3.1299 0.7211 -2.9654 0.0 -0.1 0.0
C -1.8700 0.3431 -2.7173 0.2 -0.3 -0.2
N -1.4463 -0.8353 -3.1661 -0.7 0.2 -0.2
S -0.8221 1.3786 -1.8755 0.1 0.1 0.2
H -3.8023 0.0996 -3.3845 0.0 0.0 0.0
H -3.4604 1.5683 -2.5389 0.0 0.0 0.0
H -2.0617 -1.4861 -3.6256 -0.1 0.0 0.0
H -0.4945 -1.1164 -2.9619 0.2 -0.1 0.0
```
Positions in Å, forces in eV/Å.

=====

# C29H28Br2F3N6O3PtSi

A structure of composition C29H28Br2F3N6O3PtSi (ωB97M-V/def2-TZVPD, OMol25).

Results
F_max in Eh/bohr: 0.052
⟨S²⟩: 6.0456
HOMO level (alpha / beta) in hartree: -0.36526 / -0.36548
LUMO (alpha / beta) in eV: -3.2 / -6.2
Gap between HOMO and LUMO (alpha / beta) in eV: 6.8 / 3.7
Charge: +1
Spin multiplicity: 5

Structure (XYZ):
```
73
Properties=species:S:1:pos:R:3:forces:R:3
Pt -0.3761 -0.5999 0.0834 0.7 1.1 0.2
C 1.7180 -1.2425 3.7353 0.0 -0.1 0.1
C 2.1989 -0.2257 2.7545 0.6 0.2 0.0
C 3.5347 0.1660 2.8284 -0.2 0.0 -0.1
C 3.9839 1.2156 2.0491 -0.2 0.1 0.0
C 3.0652 1.9030 1.2783 0.1 -0.5 0.2
C 1.7547 1.4297 1.2437 0.7 0.0 -0.4
N 1.3463 0.3429 1.8998 -0.4 0.3 0.2
N 0.8347 2.1422 0.4889 0.4 1.6 1.1
Si 0.4830 3.8420 0.9651 -0.1 -0.5 0.1
C -1.3923 4.0607 1.1376 0.6 0.0 0.0
C 1.2052 4.9851 -0.3807 -0.3 -0.1 0.6
C 1.3082 3.9915 2.6735 -0.2 0.3 -0.6
H 1.9787 -0.9027 4.7386 -0.1 0.0 0.0
H 2.2304 -2.1905 3.5835 0.0 -0.2 0.0
H 0.6456 -1.3824 3.6794 0.0 0.0 0.1
H 4.1944 -0.3532 3.5060 0.1 0.0 0.1
H 5.0240 1.5000 2.0550 0.1 0.1 0.0
H 3.3411 2.7481 0.6702 0.0 0.1 -0.1
H -1.9550 3.3817 0.5091 0.0 -0.1 -0.1
H -1.6747 5.0751 0.8730 -0.1 0.2 -0.1
H -1.7110 3.8886 2.1610 0.0 0.0 0.2
H 1.9535 4.4971 -0.9976 0.1 -0.2 0.0
H 1.6765 5.8491 0.0776 0.1 0.2 0.1
H 0.4334 5.3711 -1.0401 -0.2 0.0 -0.1
H 1.0994 3.1068 3.2711 -0.1 -0.1 0.0
H 0.9009 4.8456 3.2059 -0.1 0.2 0.1
H 2.3861 4.1178 2.6349 0.1 0.0 -0.1
Br -3.1379 -5.3639 0.4058 -0.2 0.4 -0.6
C -3.3060 -4.0374 -0.9259 0.3 -0.7 1.1
C -4.2171 -4.1694 -1.9549 -0.6 0.4 -1.1
C -4.3560 -3.1432 -2.8862 -1.3 -2.0 0.2
Br -5.6956 -3.3261 -4.2192 0.5 0.0 0.5
C -3.5528 -2.0009 -2.8491 1.2 1.8 0.1
C -3.6858 -0.8787 -3.7309 -0.4 -0.7 0.0
C -2.9219 0.2070 -3.5604 0.7 0.3 0.3
C -1.8484 0.2587 -2.5214 -0.4 -0.5 -0.3
N -1.6478 -0.9462 -1.7980 0.1 -0.1 0.5
C -2.5420 -1.9084 -1.8517 0.1 0.1 -0.3
C -2.4826 -2.8904 -0.7804 0.6 0.5 0.5
O -1.7633 -2.6613 0.2200 -0.9 -0.3 -0.7
H -4.8362 -5.0509 -2.0215 0.0 0.0 0.0
H -4.4292 -0.9199 -4.5117 -0.1 0.1 0.0
H -3.0314 1.0836 -4.1765 -0.1 0.1 -0.2
H -0.9127 0.5619 -3.0022 -0.1 0.1 0.0
C 0.9830 2.9915 -3.6100 0.3 -0.1 -0.2
N 0.1692 2.6700 -2.4440 0.0 0.2 -0.3
C -1.0622 3.2923 -2.3298 -0.5 -0.3 0.0
C -2.1744 2.7189 -1.8593 0.0 0.3 -0.2
C -2.2390 1.3211 -1.4310 -0.3 0.0 0.8
O -2.6015 0.9325 -0.3450 -0.9 0.4 -0.9
N 0.0780 1.4216 -0.3952 -1.8 -1.7 -0.9
C 0.5998 1.6011 -1.6981 1.4 -0.9 1.2
O 1.4843 0.8597 -2.0756 0.1 0.2 -1.0
H 0.4783 3.7289 -4.2280 -0.1 0.0 0.1
H 1.1485 2.0832 -4.1910 0.0 0.1 0.0
H 1.9560 3.3771 -3.3064 0.0 0.0 0.0
H -1.0839 4.3180 -2.6739 0.0 0.0 0.0
H -3.0729 3.3025 -1.7295 0.0 0.2 0.1
F 2.9451 -6.6846 1.4830 0.0 0.1 -0.2
C 2.0067 -6.1296 2.2509 0.3 0.0 0.3
F 1.0018 -7.0017 2.3621 -0.3 0.0 -0.1
F 2.5320 -5.9841 3.4834 0.0 0.1 -0.1
C 1.5418 -4.7886 1.7328 -0.1 0.2 -0.1
C 0.4167 -4.2153 2.3108 0.2 0.1 -0.2
C 0.0350 -2.9546 1.8914 0.1 -0.4 0.3
N 0.6857 -2.2974 0.9317 -0.2 -0.1 -0.4
C 1.7513 -2.8503 0.3637 0.4 -0.2 -0.1
C 2.2312 -4.0951 0.7448 -0.1 -0.1 0.2
H -0.1535 -4.7417 3.0594 0.0 0.0 0.1
H -0.8237 -2.4649 2.3277 0.1 0.0 -0.1
H 2.2348 -2.2796 -0.4209 0.0 0.0 0.1
H 3.1110 -4.5086 0.2762 0.0 0.0 0.0
```
Positions in Å, forces in eV/Å.